Formula: C21H15F3N2O4
Source: the Open Molecules 2025 dataset
Level of theory: the ωB97M-V functional and the def2-TZVPD basis

```
! wB97M-V def2-TZVPD RIJCOSX def2/J DEFGRID3
* xyz 0 1
O 1.817 1.602 -1.364
F -0.325 6.928 4.025
F -1.416 7.634 2.235
F -2.358 6.179 3.612
N 1.111 -2.026 -1.455
O -1.156 4.706 1.191
O 0.800 -3.887 -2.909
O 3.826 -1.142 0.710
C 1.165 0.985 -0.510
C 0.660 4.857 2.430
C 0.819 3.773 1.492
C -0.558 5.406 2.231
C -0.319 3.706 0.767
C 1.563 -3.168 -2.027
C 1.928 -1.422 -0.534
C 2.791 -3.743 -1.624
C -1.718 -0.425 2.763
C -0.792 -1.453 2.877
C 3.618 -3.096 -0.702
C -1.559 0.653 1.839
C 0.353 -1.438 2.129
C 3.162 -1.890 -0.196
C -0.423 0.596 1.033
C 0.532 -0.403 1.204
N -0.034 1.441 0.014
C -0.463 -3.365 -3.314
C -1.178 6.568 3.032
C -0.652 2.732 -0.306
C 3.003 -0.014 1.007
C 1.674 -0.228 0.282
H 1.357 5.177 3.201
H 1.696 3.151 1.383
H 3.091 -4.654 -2.129
H -2.573 -0.420 3.412
H -0.928 -2.242 3.627
H 4.541 -3.553 -0.391
H -2.234 1.505 1.789
H 1.059 -2.281 2.214
H -0.857 -3.955 -4.154
H -1.203 -3.364 -2.474
H -0.356 -2.364 -3.676
H -1.732 2.649 -0.385
H -0.281 3.131 -1.239
H 2.878 0.068 2.095
H 3.484 0.899 0.608
*
```

Summary:
energy relative to the best compared isomer or geometry (same formula, charge and spin) = 0.0 kJ/mol
gap between HOMO and LUMO = 8.963 eV
structure (SMILES) = COc1ccc2c(n1)[C@@]1(CO2)C(=O)N(Cc2ccc(C(F)(F)F)o2)c2ccccc21

Formula: C21H15HfN10O9Se
Source: the Open Molecules 2025 dataset
Level of theory: the ωB97M-V functional and the def2-TZVPD basis

```
! wB97M-V def2-TZVPD RIJCOSX def2/J DEFGRID3
* xyz 1 1
Hf 0.069 0.293 0.904
O 5.711 -2.055 0.088
C 4.440 -1.687 0.271
C 3.452 -1.864 -0.710
C 2.182 -1.439 -0.413
N 1.900 -0.865 0.752
C 2.816 -0.735 1.712
C 4.110 -1.137 1.516
C 2.193 -0.191 2.996
O 2.821 -0.144 4.021
O 0.931 0.108 2.820
C 0.916 -1.619 -1.247
O 0.964 -2.078 -2.363
O -0.144 -1.262 -0.574
H 5.851 -2.426 -0.791
H 3.660 -2.329 -1.666
H 4.854 -1.042 2.296
Se -3.320 4.157 -5.137
N -1.642 3.769 -4.757
C -1.662 3.018 -3.687
C -0.467 2.491 -3.047
C 0.809 2.734 -3.553
C 1.898 2.220 -2.889
C 1.686 1.498 -1.725
N 0.477 1.251 -1.231
C -0.602 1.730 -1.885
C -1.930 1.399 -1.350
N -1.991 0.584 -0.277
C -3.184 0.198 0.154
C -4.379 0.630 -0.403
C -4.330 1.499 -1.466
C -3.087 1.876 -1.972
C -2.959 2.726 -3.144
N -3.978 3.244 -3.779
H 0.915 3.320 -4.456
H 2.905 2.384 -3.247
H 2.524 1.121 -1.156
H -3.199 -0.504 0.975
H -5.321 0.289 0.002
H -5.225 1.887 -1.935
N 0.236 -3.541 1.155
N -0.568 -3.743 2.272
C -1.176 -2.746 2.916
N -1.875 -3.074 3.999
N -1.108 -1.504 2.363
N -1.612 -0.460 3.043
O -2.110 -0.495 4.147
O -1.532 0.611 2.392
H -0.315 -3.568 0.305
H 0.961 -4.243 1.139
H -0.740 -4.681 2.594
H -1.844 -4.013 4.359
H -2.250 -2.335 4.568
O -0.380 2.441 1.063
C 0.831 2.725 1.290
O 1.719 1.861 1.077
H 1.101 3.714 1.669
*
```

Summary:
energy relative to the best compared isomer or geometry (same formula, charge and spin) = 23.8 kJ/mol
gap between HOMO and LUMO = 8.171 eV

Formula: C21H15N5O3Pt
Source: the Open Molecules 2025 dataset
Level of theory: the ωB97M-V functional and the def2-TZVPD basis

```
! wB97M-V def2-TZVPD RIJCOSX def2/J DEFGRID3
* xyz 2 1
Pt 0.069 0.532 -0.152
C -1.915 2.615 -1.409
O -1.241 2.097 -0.232
C -1.561 2.604 1.033
C -2.518 3.574 1.240
C -2.815 3.957 2.540
C -2.149 3.377 3.608
C -1.176 2.420 3.378
C -0.872 2.039 2.079
N 0.373 0.054 2.539
N 1.644 -0.398 2.781
C 2.597 -0.646 1.974
C 2.493 -0.956 0.479
O 1.414 -0.898 -0.159
C 3.620 -1.470 -0.184
C 4.791 -1.676 0.472
C 4.975 -1.377 1.869
C 6.204 -1.589 2.469
C 6.400 -1.261 3.809
C 5.358 -0.727 4.539
C 4.108 -0.536 3.951
C 3.908 -0.858 2.620
H -1.676 3.668 -1.525
H -2.986 2.460 -1.308
H -1.535 2.051 -2.252
H -3.038 4.033 0.412
H -3.573 4.708 2.712
H -2.376 3.680 4.621
H -0.624 2.001 4.213
H 3.508 -1.690 -1.237
H 5.633 -2.080 -0.081
H 7.010 -2.010 1.880
H 7.364 -1.418 4.272
H 5.509 -0.449 5.573
H 3.292 -0.136 4.536
N -3.172 -2.467 1.932
C -2.268 -1.493 1.886
O -1.863 -0.935 0.878
C -1.746 -0.999 3.233
C -0.569 -0.426 3.289
N 0.200 1.151 1.737
C -2.579 -1.134 4.398
N -3.248 -1.237 5.326
H -3.563 -2.807 1.065
H -3.493 -2.880 2.794
*
```

Summary:
gap between HOMO and LUMO (alpha / beta) = 5.556 / 5.554 eV

Formula: C21H15N5OS
Source: the Open Molecules 2025 dataset
Level of theory: the ωB97M-V functional and the def2-TZVPD basis

```
! wB97M-V def2-TZVPD RIJCOSX def2/J DEFGRID3
* xyz 0 1
O -0.933 0.595 0.972
N 3.626 -1.453 2.070
N 2.747 -1.641 1.033
N -0.312 -1.341 -1.859
S 1.775 0.190 2.516
C -0.418 -0.101 0.118
C 3.310 -0.510 2.928
C 1.731 -0.843 1.079
C 0.792 -1.503 -1.167
C -3.748 -0.701 -4.654
C -2.844 -0.923 -3.664
C -1.110 -0.457 -1.108
C -2.329 0.117 -1.439
C 5.856 0.846 6.068
C 4.522 1.268 6.061
C 6.329 -0.043 5.122
C -6.405 1.981 -4.115
C -5.982 2.432 -2.828
C 3.674 0.823 5.033
C 5.500 -0.497 4.108
C -5.777 0.863 -4.715
C -4.894 1.771 -2.239
C 4.158 -0.068 4.031
C -4.651 0.298 -4.135
C -4.216 0.703 -2.878
N 0.776 -0.772 0.036
N -3.069 -0.031 -2.624
C 1.931 -2.334 -1.697
H -3.823 -1.333 -5.532
H -2.085 -1.694 -3.692
H -2.764 0.799 -0.703
H 6.542 1.217 6.827
H 4.110 1.901 6.859
H 7.407 -0.304 5.131
H -7.221 2.487 -4.643
H -6.505 3.240 -2.297
H 2.611 1.143 5.063
H 5.879 -1.139 3.307
H -6.183 0.616 -5.667
H -4.642 2.088 -1.272
H 1.665 -2.792 -2.676
H 2.839 -1.758 -1.808
H 2.132 -3.139 -0.947
*
```

Summary:
energy relative to the best compared isomer or geometry (same formula, charge and spin) = 0.0 kJ/mol
gap between HOMO and LUMO = 7.561 eV
structure (SMILES) = CC1=N/C(=C\n2ccc3ccccc32)C(=O)N1c1nnc(-c2ccccc2)s1

Formula: C21H16BrClF2N4O3S
Source: the Open Molecules 2025 dataset
Level of theory: the ωB97M-V functional and the def2-TZVPD basis

```
! wB97M-V def2-TZVPD RIJCOSX def2/J DEFGRID3
* xyz 0 1
O 0.876 1.463 -4.036
O -4.179 -7.264 0.875
F 3.818 2.549 2.323
F 1.650 9.030 3.193
Cl -0.095 -3.646 -3.289
Br -0.362 8.627 0.866
N 1.457 3.921 -0.319
N -0.177 -1.048 -0.391
O -2.197 -7.602 -0.239
S 2.817 1.694 -0.001
C 0.980 1.455 -2.861
C -3.060 -6.933 0.403
C 1.769 2.817 -0.911
C 2.975 2.839 1.235
C 2.185 3.932 0.864
C 0.326 0.110 -0.831
C -0.365 -2.198 -1.067
C 2.679 6.915 3.281
C 0.589 -0.986 -2.875
C 2.802 5.588 2.754
C 1.307 6.285 0.922
C 1.738 7.782 2.707
C 0.051 -2.163 -2.327
C 1.015 7.448 1.550
C 0.695 0.185 -2.179
C 2.040 5.290 1.533
N 1.155 2.683 -2.222
N -1.129 -3.191 -0.475
C -1.093 -3.524 0.934
C -2.471 -3.374 -1.032
C -1.414 -5.018 1.008
C -2.860 -4.887 -0.998
C -2.770 -5.405 0.453
H -1.552 -6.966 -0.503
H 0.488 0.839 -0.126
H 3.136 7.221 4.193
H 0.940 -1.053 -3.860
H 3.503 4.938 3.258
H 0.638 6.128 0.081
H 1.094 3.516 -2.866
H -0.100 -3.479 1.318
H -1.675 -2.804 1.652
H -3.002 -2.717 -0.346
H -2.503 -2.846 -2.049
H -1.329 -5.364 2.025
H -0.659 -5.565 0.491
H -3.892 -4.906 -1.336
H -2.265 -5.420 -1.648
H -3.575 -4.898 0.867
*
```

Summary:
energy relative to the best compared isomer or geometry (same formula, charge and spin) = 84.1 kJ/mol
gap between HOMO and LUMO = 8.225 eV
structure (SMILES) = O=C(Nc1nc(-c2ccc(F)c(Br)c2)c(F)s1)c1cnc(N2CCC(C(=O)O)CC2)c(Cl)c1

Formula: C21H16BrClN2O6Pd
Source: the Open Molecules 2025 dataset
Level of theory: the ωB97M-V functional and the def2-TZVPD basis

```
! wB97M-V def2-TZVPD RIJCOSX def2/J DEFGRID3
* xyz -2 1
Pd -1.089 1.786 1.593
O 3.643 3.231 1.356
Cl 2.367 2.616 1.104
O 1.470 3.530 0.462
O 1.783 2.111 2.316
O 2.601 1.471 0.195
C -1.830 -1.634 2.107
O -0.862 -1.079 1.230
C -0.373 -1.799 0.222
C -0.546 -3.164 0.055
C 0.053 -3.770 -1.044
Br -0.185 -5.653 -1.273
C 0.805 -3.078 -1.954
C 0.970 -1.692 -1.793
C 0.369 -1.052 -0.719
O 0.392 0.300 -0.602
C 1.789 -0.989 -2.791
N 2.196 -1.545 -3.911
C 2.964 -0.587 -4.532
C 3.645 -0.626 -5.748
C 4.356 0.496 -6.131
C 4.400 1.647 -5.326
C 3.730 1.707 -4.118
C 3.015 0.575 -3.741
N 2.253 0.286 -2.642
H -1.388 -2.421 2.725
H -2.676 -2.034 1.543
H -2.160 -0.800 2.724
H -1.126 -3.740 0.761
H 1.271 -3.561 -2.800
H 1.166 0.634 -0.080
H 3.610 -1.516 -6.365
H 4.895 0.493 -7.071
H 4.972 2.504 -5.659
H 3.762 2.587 -3.489
H 2.075 0.879 -1.843
C -2.641 1.987 2.556
C -3.451 1.566 3.558
C -3.281 1.967 4.948
C -4.168 1.580 5.919
C -5.286 0.765 5.654
C -5.454 0.336 4.327
C -4.596 0.696 3.315
H -2.426 2.581 5.207
H -3.983 1.916 6.937
H -5.969 0.463 6.440
H -6.291 -0.312 4.075
H -4.773 0.343 2.304
*
```

Summary:
energy relative to the best compared isomer or geometry (same formula, charge and spin) = 46.8 kJ/mol
gap between HOMO and LUMO = 3.032 eV

Formula: C21H16Cl2N6O2S5SbTc
Source: the Open Molecules 2025 dataset
Level of theory: the ωB97M-V functional and the def2-TZVPD basis

```
! wB97M-V def2-TZVPD RIJCOSX def2/J DEFGRID3
* xyz 2 1
Tc 0.022 0.362 -0.237
Cl -4.100 4.843 2.822
C -3.476 3.452 2.053
C -2.157 3.416 1.644
C -1.639 2.268 1.027
N -0.338 2.089 0.642
C 2.135 2.125 1.562
O 2.345 2.140 2.722
C 2.851 1.442 0.475
C 4.235 1.619 0.455
C 4.954 1.160 -0.637
C 4.256 0.557 -1.672
C 2.888 0.379 -1.546
N 2.180 0.789 -0.491
C -2.490 1.129 0.816
C -3.816 1.179 1.242
C -4.314 2.324 1.852
Cl -5.929 2.375 2.372
N -1.843 0.079 0.223
C -2.437 -1.134 -0.073
O -3.528 -1.501 0.286
C -1.527 -1.984 -0.912
C -2.015 -3.177 -1.432
C -1.177 -3.980 -2.190
C 0.134 -3.567 -2.368
C 0.544 -2.359 -1.823
N -0.263 -1.564 -1.127
H -1.532 4.281 1.805
H 4.723 2.125 1.273
H 6.025 1.283 -0.681
H 4.758 0.211 -2.562
H 2.326 -0.098 -2.336
H -4.452 0.319 1.092
H -3.042 -3.448 -1.242
H -1.534 -4.902 -2.625
H 0.834 -4.167 -2.925
H 1.561 -2.021 -1.949
S -1.698 4.851 -1.846
Sb 0.197 3.678 -2.202
S 0.766 3.314 0.950
S -0.232 1.222 -2.339
S 2.427 3.822 -2.571
S 0.883 -0.884 1.779
C 0.104 -0.496 3.243
N -0.755 0.497 3.442
C -1.228 0.545 4.817
C -0.439 -0.601 5.480
N 0.312 -1.161 4.366
H -1.071 1.145 2.740
H -2.307 0.376 4.846
H -1.016 1.523 5.254
H -1.100 -1.358 5.905
H 0.244 -0.256 6.262
H 0.927 -1.952 4.458
*
```

Summary:
energy relative to the best compared isomer or geometry (same formula, charge and spin) = 246.7 kJ/mol
gap between HOMO and LUMO (alpha / beta) = 5.328 / 5.328 eV

Formula: C21H16Cl4CrN4O3
Source: the Open Molecules 2025 dataset
Level of theory: the ωB97M-V functional and the def2-TZVPD basis

```
! wB97M-V def2-TZVPD RIJCOSX def2/J DEFGRID3
* xyz 0 5
Cr 0.027 1.130 0.316
C -1.723 -2.639 1.549
C -0.891 -1.384 1.421
N -0.770 -0.808 0.266
N -0.855 -1.388 -0.913
C -0.857 -0.464 -1.896
O -0.754 0.801 -1.670
C -1.191 -0.992 -3.157
C -1.336 -0.130 -4.252
C -1.769 -0.637 -5.469
C -2.177 -1.978 -5.684
C -2.007 -2.853 -4.629
C -1.555 -2.361 -3.379
C -0.428 -0.751 2.560
C -0.665 -1.248 3.886
C -0.368 -0.405 4.969
C 0.126 0.875 4.708
C 0.413 1.324 3.418
N 0.079 0.513 2.398
H -2.168 -2.904 0.562
H -2.446 -2.489 2.266
H -1.099 -3.499 1.825
H -1.064 0.903 -4.065
H -1.816 0.085 -6.328
H -2.408 -2.313 -6.707
H -2.225 -3.895 -4.722
H -1.469 -3.021 -2.506
H -1.022 -2.284 4.028
H -0.565 -0.726 6.008
H 0.296 1.577 5.531
H 0.728 2.399 3.243
Cl -2.788 5.141 1.780
C -1.239 4.771 0.930
Cl 0.073 5.831 1.503
Cl -1.534 5.406 -0.840
C -0.865 3.291 0.842
O 0.370 3.095 0.562
O -1.678 2.384 0.921
Cl 4.228 -2.855 0.973
C 3.833 -1.247 0.319
C 4.749 -0.232 0.000
C 4.301 1.111 -0.132
C 2.938 1.358 -0.175
N 2.055 0.321 0.022
C 2.476 -0.922 0.188
H 5.828 -0.470 -0.181
H 5.043 1.970 -0.234
H 2.428 2.321 -0.319
H 1.741 -1.711 0.264
*
```

Summary:
energy relative to the best compared isomer or geometry (same formula, charge and spin) = 47.7 kJ/mol
gap between HOMO and LUMO (alpha / beta) = 5.857 / 6.944 eV
expectation value of S² = 6.017